No. 1
Here is the molecule C2HN5O from the Open Molecules 2025 dataset. Energies are from wB97M-V/def2-TZVPD.

Last column: Mulliken charge in e.
CARTESIAN COORDINATES (ANGSTROEM)
C  0.0063  0.5552  0.4163  0.227
C  0.6271  -0.5255  -0.3915  0.488
H  -1.2930  -1.5786  -1.4291  0.297
N  -1.6704  -0.0707  -0.4660  -0.369
N  -1.2937  0.8008  0.2880  -0.257
N  0.9630  1.2523  1.0607  0.569
N  1.6831  1.7329  1.7621  -0.398
N  -0.7473  -1.0729  -0.7537  0.023
O  1.7249  -1.0935  -0.4868  -0.579

Computed properties:
F_max (Eh/bohr): 0.12189
Net charge: 0
M (g/mol): 111.1
Frontier orbital gap (eV): 8.84
Relative energy (zero: lowest compared OMol25 entry of this formula, charge and spin) (kcal/mol): 45.00
Multiplicity: 1

---

No. 2
Here is a structure of composition C42H38F10N4OTeW from the Open Molecules 2025 dataset. Energies are from wB97M-V/def2-TZVPD.

Last column: Mulliken spin population.
CARTESIAN COORDINATES (ANGSTROEM)
W  2.0006  1.1062  0.5434  0.015
C  4.4475  0.1427  2.1722  -0.001
N  4.1163  1.0299  1.0240  0.000
C  4.8172  0.4485  -0.1613  -0.001
C  4.1967  0.8379  -1.4867  0.001
N  2.7387  0.8552  -1.3243  0.001
C  1.9608  1.1320  -2.4408  -0.001
C  2.3404  1.2326  -3.7820  0.002
F  3.6079  1.0459  -4.1667  0.000
C  1.4122  1.5215  -4.7742  0.000
F  1.8199  1.6021  -6.0328  0.000
C  0.0737  1.7221  -4.4828  0.000
F  -0.7955  1.9899  -5.4488  0.000
C  -0.3446  1.6361  -3.1644  -0.012
F  -1.6145  1.8150  -2.8264  -0.002
C  0.6054  1.3557  -2.2156  0.015
F  0.2310  1.2576  -0.8943  0.010
C  4.5420  2.4150  1.3830  0.003
C  3.8313  3.4374  0.5257  -0.001
N  2.4062  3.0698  0.4626  0.006
C  1.5323  4.0084  -0.0868  0.001
C  1.8987  5.0222  -0.9878  0.001
F  3.1654  5.1481  -1.4180  0.000
C  0.9912  5.9183  -1.5282  0.000
F  1.4175  6.8427  -2.3824  0.000
C  -0.3516  5.8380  -1.2136  0.000
F  -1.2305  6.6826  -1.7402  0.000
C  -0.7582  4.8489  -0.3400  -0.001
F  -2.0432  4.7386  -0.0068  0.000
C  0.1628  3.9768  0.2078  -0.004
F  -0.3284  3.0599  1.0667  0.003
H  5.5314  0.1269  2.3125  0.000
H  3.9649  0.5132  3.0687  0.000
H  4.0927  -0.8649  1.9636  0.000
H  5.8780  0.7080  -0.1239  0.000
H  4.7306  -0.6324  -0.0554  0.001
H  4.5570  1.8070  -1.8399  0.000
H  4.5031  0.0968  -2.2254  0.000
H  4.2380  2.5563  2.4189  -0.001
H  5.6294  2.5031  1.3176  0.000
H  3.9734  4.4187  0.9867  0.000
H  4.2781  3.4840  -0.4667  0.000
C  -6.0483  -1.6937  -3.7435  -0.001
C  -4.9787  -1.4725  -2.7138  0.028
C  -5.2812  -0.9559  -1.4592  -0.010
C  -4.3040  -0.7468  -0.4961  -0.003
C  -4.7050  -0.1703  0.8384  0.043
C  -2.9775  -1.0922  -0.8032  0.017
Te  -1.6016  -0.9344  0.8187  0.709
N  0.6366  0.0381  1.5483  0.124
C  0.8004  0.7472  2.6425  0.040
O  1.9359  1.3759  2.6932  0.029
C  -0.1809  0.8697  3.7482  0.003
C  -1.4356  1.4319  3.5305  -0.003
C  -2.3394  1.5221  4.5776  0.004
C  -2.0000  1.0376  5.8331  0.000
C  -0.7499  0.4750  6.0482  0.000
C  0.1659  0.4002  5.0101  0.003
C  -0.7460  -2.8744  0.6675  0.104
C  0.5188  -3.1802  0.1646  -0.045
C  1.4684  -2.2232  -0.5068  -0.072
C  0.9443  -4.5081  0.2154  -0.004
C  0.1561  -5.5275  0.7180  -0.001
C  0.6401  -6.9480  0.7542  0.000
C  -1.1091  -5.1948  1.1929  0.008
C  -1.5736  -3.8900  1.1862  -0.069
C  -2.9529  -3.6202  1.7316  0.076
C  -2.6365  -1.5566  -2.0784  -0.047
C  -1.2193  -1.8319  -2.4958  -0.046
C  -3.6495  -1.7532  -3.0064  -0.010
H  -7.0362  -1.4695  -3.3458  0.000
H  -6.0447  -2.7284  -4.0885  0.002
H  -5.8807  -1.0589  -4.6148  0.003
H  -6.3088  -0.7039  -1.2239  0.002
H  -5.7536  0.1203  0.8224  0.002
H  -4.1227  0.7195  1.0889  -0.005
H  -4.5740  -0.8898  1.6506  -0.011
H  -1.6930  1.8173  2.5527  -0.005
H  -3.3082  1.9758  4.4149  0.000
H  -2.7086  1.1058  6.6478  0.000
H  -0.4846  0.1009  7.0278  0.000
H  1.1473  -0.0259  5.1764  0.001
H  1.2283  -1.1740  -0.3588  0.076
H  1.4843  -2.4052  -1.5840  0.002
H  2.4834  -2.3828  -0.1384  0.000
H  1.9286  -4.7459  -0.1739  0.000
H  1.6220  -7.0455  0.2947  0.000
H  -0.0512  -7.6065  0.2272  0.000
H  0.7090  -7.3047  1.7829  0.000
H  -1.7507  -5.9741  1.5880  0.001
H  -3.4174  -4.5503  2.0537  0.003
H  -3.6052  -3.1727  0.9774  -0.018
H  -2.9235  -2.9519  2.5958  -0.013
H  -0.5075  -1.2995  -1.8687  0.041
H  -1.0616  -1.5107  -3.5265  0.003
H  -0.9846  -2.8973  -2.4378  0.004
H  -3.3894  -2.1204  -3.9936  0.000

Computed properties:
F_max (Eh/bohr): 0.01112
Net charge: +1
M (g/mol): 1116.2
Frontier orbital gap (spin up / spin down) (eV): 7.52 / 5.82
Multiplicity: 2

---

No. 3
Here is a structure of composition C30H45NO3P2PtS from the Open Molecules 2025 dataset. Energies are from wB97M-V/def2-TZVPD.

Last column: Mulliken spin population.
CARTESIAN COORDINATES (ANGSTROEM)
Pt  0.0725  -0.4522  -0.2294  0.568
C  -0.9634  -2.2725  2.2029  0.142
C  0.2951  -2.1238  1.3740  0.391
C  0.5529  -1.1382  3.5125  0.219
C  -0.8104  -1.6061  3.4041  0.137
C  1.2520  -1.5187  2.3711  0.138
C  -2.1380  -3.1160  1.8930  0.007
H  -2.0545  -3.6064  0.9196  -0.002
H  -3.0679  -2.5253  1.9151  0.020
H  -2.2542  -3.9098  2.6550  0.017
C  -1.8698  -1.4666  4.4369  0.010
H  -2.7975  -1.0857  3.9862  0.001
H  -1.5501  -0.7567  5.2097  0.001
H  -2.0893  -2.4312  4.9184  0.005
C  1.0987  -0.3799  4.6603  -0.013
H  1.5427  -1.0483  5.4098  0.009
H  0.3139  0.2181  5.1410  0.002
H  1.8661  0.3177  4.3166  -0.003
C  2.7087  -1.4485  2.2101  0.129
H  3.2573  -2.0931  2.9165  0.020
H  3.0376  -0.4144  2.3642  0.000
H  2.9790  -1.7455  1.1988  -0.016
C  0.7671  -3.3850  0.7289  -0.016
H  1.0670  -4.0682  1.5394  0.004
H  1.6306  -3.2196  0.0746  0.006
H  -0.0105  -3.8869  0.1421  -0.002
C  -1.2877  0.9763  -3.8989  0.590
C  -1.5658  -0.4271  -3.7628  0.037
C  -1.0051  -1.3496  -4.9444  0.031
C  0.4545  -1.1838  -5.4023  -0.015
C  1.3872  -0.7882  -4.3097  0.003
C  1.7430  0.5068  -4.0580  0.052
C  1.0554  1.7015  -4.7331  0.060
C  -0.4759  1.5852  -4.9752  0.046
H  -1.6561  -1.1423  -5.8066  0.003
H  0.4893  -0.4704  -6.2385  -0.001
H  -1.1946  -2.3988  -4.7268  0.002
H  -0.6357  1.1171  -5.9612  0.017
H  -1.8494  1.6799  -3.2628  0.061
H  -2.6403  -0.7724  -3.6236  0.025
H  -0.8562  2.6340  -5.0613  0.001
H  1.2330  2.5526  -4.0607  0.007
H  2.7052  0.7866  -3.5580  -0.018
H  1.5588  1.9562  -5.6790  -0.013
H  0.7904  -2.1610  -5.8156  -0.001
H  1.8806  -1.6265  -3.8353  0.006
P  -1.5175  -0.3497  -1.9181  0.334
C  -2.9150  0.5864  -1.2401  0.033
C  -1.4189  -2.1712  -1.9575  0.150
P  2.0221  0.4302  -1.0090  0.439
C  0.2825  0.7895  -1.7444  0.023
C  2.9327  -0.9331  -1.7766  0.058
C  2.9417  1.9815  -0.9664  0.046
H  -2.8128  0.6047  -0.1280  -0.002
H  -3.8633  0.0816  -1.4983  0.004
H  -3.0136  1.6368  -1.5723  0.005
H  -0.8253  -2.5548  -2.7984  0.017
H  -2.4501  -2.5047  -2.1108  0.016
H  -0.9954  -2.5571  -1.0265  -0.076
H  3.6160  2.1257  -1.8290  0.013
H  3.5424  1.8441  -0.0465  0.002
H  2.2972  2.8659  -0.8304  0.000
H  0.0412  1.8568  -1.8189  0.002
H  0.5872  0.5397  -2.7765  -0.011
H  3.6500  -1.2102  -0.9962  0.002
H  3.5028  -0.7148  -2.6846  0.020
H  2.2815  -1.7950  -1.9672  -0.014
O  -2.4606  0.6765  1.9147  0.005
C  -1.4627  1.3313  2.1965  0.037
N  -0.2614  1.2073  1.5512  0.170
S  0.8802  2.3329  1.9398  0.014
O  2.0978  1.7102  2.4208  0.005
O  1.0203  3.3305  0.9087  0.002
C  -0.0678  2.9268  3.2948  0.020
C  0.3141  3.8506  4.2585  0.001
C  -0.6091  4.1972  5.2437  -0.001
C  -1.8888  3.6052  5.2581  0.001
C  -2.2415  2.6515  4.3061  -0.001
C  -1.3223  2.3267  3.3101  0.014
H  1.3233  4.2848  4.2299  0.000
H  -0.3574  4.9459  6.0011  0.000
H  -2.6018  3.8930  6.0224  0.000
H  -3.2142  2.1641  4.2818  0.000

Computed properties:
F_max (Eh/bohr): 0.12193
Net charge: +2
M (g/mol): 756.8
Frontier orbital gap (spin up / spin down) (eV): 7.36 / 5.91
Relative energy (zero: lowest compared OMol25 entry of this formula, charge and spin) (kcal/mol): 0.00
Multiplicity: 5